29
Properties=species:S:1:pos:R:3:forces:R:3 method="wB97M-V/def2-TZVPD" molar_mass_g_mol=158.23 homo_lumo_gap_ha="0.3161 / 0.2856" largest_force_ha_per_bohr=0.113
C 0.46524 0.01277 -0.13436 1.80 0.91 1.55
C -0.35787 -0.96868 -0.31941 -1.84 0.88 -0.62
C 2.60664 1.21108 -0.62111 2.31 1.96 3.21
C 2.74074 -1.18193 -0.81148 -2.18 3.17 -4.34
C 2.43705 -0.20453 1.44434 1.08 2.12 1.34
C -2.25378 1.44644 -0.62207 -1.52 -1.54 -2.49
C -2.95028 0.00189 1.42924 2.75 -1.42 -2.85
C 2.05235 -0.05599 -0.05691 -1.08 -0.05 1.06
C -2.71566 0.10897 -0.05421 2.07 -0.23 -0.76
P -3.40109 -1.14806 -1.16329 0.69 1.19 -1.48
H 0.10776 1.00037 0.30248 0.37 -1.13 -0.65
H -0.27783 -1.90956 -0.81832 0.03 -0.62 0.09
H 3.76744 1.24561 -0.34221 -2.28 -0.08 -1.13
H 2.40746 1.20914 -1.64304 0.04 0.49 -1.87
H 2.21998 2.15806 -0.11423 0.14 -1.20 -0.76
H 2.38765 -1.13347 -1.96994 0.63 -0.25 2.55
H 2.44631 -2.06034 -0.43195 -0.59 -3.56 1.25
H 3.77298 -1.00323 -0.88131 1.48 -0.12 0.39
H 3.46087 0.32623 1.58247 -1.48 -0.90 -0.15
H 2.60630 -1.22942 1.74194 -0.23 -0.37 -0.01
H 1.77113 0.28681 2.26160 0.74 -0.75 -1.75
H -2.99105 1.93022 -1.32473 0.15 -0.56 0.73
H -1.40693 1.28510 -1.29494 0.10 0.25 0.41
H -2.08507 2.14263 0.12855 0.72 1.25 1.41
H -2.82816 0.94241 1.79475 -0.06 2.45 1.81
H -2.18181 -0.68587 1.76451 -0.09 -0.02 0.68
H -3.86047 -0.44150 1.45320 -3.03 -1.05 1.22
H -4.73631 -0.97032 -0.82434 -0.76 -0.14 0.28
H -3.20358 -2.31481 -0.47524 0.06 -0.68 0.86